Record 1
A molecular structure, C6H8N2O, computed with the ωB97M-V functional and the def2-TZVPD basis.

ORCA input file:
```
! wB97M-V def2-TZVPD RIJCOSX def2/J DEFGRID3
* xyz 0 1
H -0.685 2.180 -1.678
N -0.467 0.730 -0.059
C -0.909 -1.123 0.691
C 1.865 -0.328 0.686
C -1.663 0.180 0.399
N 0.162 -1.438 -1.102
H -1.435 -2.763 -0.835
H -0.824 -1.514 1.711
H 0.982 1.954 -0.772
H -0.322 2.976 -0.275
H 2.632 -0.254 -0.253
C -0.877 -1.977 -0.546
C 0.260 -0.456 0.041
O -2.804 0.550 0.378
C -0.107 1.932 -0.752
H 1.964 0.601 1.297
H 2.228 -1.251 1.068
*
```

Computed properties:
- HOMO level: -9.451 eV
- Relative energy (zero: lowest compared OMol25 entry of this formula, charge and spin): 76.0 kcal/mol
- Electronic energy: -418.0621 hartree

***

Record 2
A molecular structure, C68H59AsF2MgN2O2Si2Te, computed with the ωB97M-V functional and the def2-TZVPD basis.

ORCA input file:
```
! wB97M-V def2-TZVPD RIJCOSX def2/J DEFGRID3
* xyz -2 1
H 3.831 -0.762 -3.057
H 0.973 -4.457 6.335
C 2.126 -0.017 0.210
H 0.079 1.706 -4.021
H 6.151 2.728 -0.125
C 4.627 3.575 -5.086
C 0.349 -3.635 6.001
H 4.203 -2.018 6.715
C 0.227 3.850 -3.986
H 1.246 -6.197 0.344
C 1.767 -1.297 -2.644
H -4.089 -1.496 -1.667
Si -1.113 1.999 0.903
C -0.882 3.914 0.714
H -2.150 -4.455 -4.235
H 6.494 4.159 -4.195
H 0.139 4.159 0.413
H -6.019 0.886 -2.271
C -2.040 0.154 -3.463
O 0.944 -0.503 0.232
H -1.085 4.404 1.676
N 1.042 -0.046 -2.651
H 6.699 1.210 -0.833
C 3.768 2.524 -5.380
H 0.273 0.851 2.710
H 1.959 5.540 -1.597
H 5.602 -0.025 -4.115
C -3.826 -1.410 2.674
F -3.042 4.053 -3.969
C -4.808 2.828 2.787
C -2.606 1.987 -4.963
C 0.406 -4.415 1.202
H 4.026 2.144 5.723
H 4.153 1.847 -1.828
H 0.958 5.822 -3.886
C -2.059 -5.676 0.895
Te 2.751 -0.357 -5.446
H 6.722 1.420 0.924
H -6.058 1.931 -0.217
C 0.871 4.860 -3.384
H -1.556 4.349 -0.034
C 3.024 -0.157 1.304
C -3.162 -3.583 1.859
F -2.040 -0.147 -5.844
C 0.133 -3.439 4.643
H -1.483 -1.061 7.213
C 3.373 0.787 4.199
C 1.604 3.442 -1.568
C -0.645 -2.375 4.192
C 2.631 -0.934 2.485
C -1.903 -3.628 -3.580
H -4.774 -4.955 1.439
C -1.043 -2.763 -1.551
C 4.097 1.220 -5.023
H -5.938 -1.076 2.841
C -0.892 -6.319 0.504
C 0.341 -5.693 0.658
H -1.612 3.246 -2.006
C -1.015 -1.725 6.495
C -5.313 2.124 0.552
C -0.171 1.847 2.596
H -0.218 3.991 -4.967
H -6.535 -3.355 2.071
C 1.545 1.001 -1.985
C 5.831 3.337 -4.438
C 3.183 -0.544 3.834
C -5.092 1.414 -2.525
N -1.314 -1.508 -1.917
H 3.363 -2.345 -3.712
C 6.175 2.036 -4.093
C 1.037 2.292 -2.212
H 5.005 0.262 2.044
C -2.167 -2.331 -3.978
Si -3.630 0.981 -1.378
H -3.226 -1.171 -0.155
H 0.648 2.577 2.594
H -0.945 -7.308 0.063
C -3.462 2.611 2.522
C -1.850 -1.262 -3.129
C -1.205 -1.515 5.135
C 4.755 1.094 0.108
H 3.256 -2.573 4.485
H 1.355 -3.902 1.307
H -3.014 -6.171 0.760
As -0.887 -1.946 2.277
C -5.161 -1.787 2.588
C 6.159 1.643 0.015
C -1.519 2.508 -2.806
C -2.039 1.132 -2.371
H -6.800 2.763 1.970
H -0.570 -2.879 -0.581
H -4.951 -0.813 -0.272
H -1.793 -0.668 4.797
C 3.844 1.280 -0.952
C -2.204 0.633 -4.727
C 5.317 0.984 -4.389
H -5.294 2.492 -2.514
C 3.977 -1.229 6.007
H -4.816 1.140 -3.548
H -1.061 -4.858 -2.005
C -4.499 -3.964 1.787
C 4.318 0.408 1.217
C 1.507 4.688 -2.092
H 1.080 -2.065 -3.011
C -4.007 -0.799 -0.825
H 2.179 3.297 -0.661
C -2.002 -4.397 1.443
C -5.744 2.590 1.786
C 3.027 -1.322 -3.536
H 7.114 1.836 -3.589
O 1.881 -1.902 2.462
H -3.573 -0.401 2.981
H 2.817 2.726 -5.858
H 3.104 1.568 3.499
Mg -0.495 0.266 -0.941
C -1.313 -3.861 -2.342
H 2.092 -1.604 -1.641
H -0.054 -2.929 7.992
H -5.125 3.185 3.762
C -5.493 -3.066 2.152
H -0.781 2.047 3.487
C 3.456 -1.544 4.761
C 4.205 0.098 6.350
C -0.008 2.523 -3.300
H -2.615 -2.135 -4.940
C -3.958 1.885 0.274
H -3.114 2.257 -5.882
C -3.003 2.139 1.284
H 4.335 4.587 -5.342
C -0.757 -3.768 1.599
C 3.882 1.105 5.450
C -2.825 -2.306 2.323
C 2.571 0.775 -0.909
C -0.226 -2.780 6.933
H 0.584 -4.109 3.921
C -2.407 2.855 -3.955
H 4.625 0.348 7.317
H -2.740 2.821 3.308
*
```

Computed properties:
- HOMO level: -0.838 eV
- Relative energy (zero: lowest compared OMol25 entry of this formula, charge and spin): 14.3 kcal/mol
- Electronic energy: -6369.3521 hartree

***

Record 3
A molecular structure, C36H25AuF3N2O3S2, computed with the ωB97M-V functional and the def2-TZVPD basis.

ORCA input file:
```
! wB97M-V def2-TZVPD RIJCOSX def2/J DEFGRID3
* xyz 1 1
H -4.686 2.470 -1.435
O -1.861 -0.046 0.218
S -2.974 0.273 -0.789
C -4.156 1.167 0.193
H -1.768 2.469 0.260
C 1.538 -5.092 1.000
O 2.592 -1.946 -0.922
H -3.489 -4.551 -0.238
C 0.831 -7.283 0.345
C -5.709 2.968 0.393
O 4.373 -0.255 -1.148
H 3.022 -2.459 4.220
C -4.835 2.226 -0.390
N 2.214 0.348 -0.029
H 3.258 5.531 0.568
C 3.670 -2.109 3.427
C -0.408 -5.372 -0.398
C 1.723 -6.465 1.018
H 4.687 1.506 0.190
C 0.946 -8.781 0.419
C 0.465 -4.540 0.303
H 5.116 3.910 0.459
H 2.225 -4.437 1.520
H 2.063 -1.811 2.025
S 3.328 -0.857 -0.380
C 0.194 -1.917 0.282
C -0.790 2.925 0.288
H -1.526 4.931 0.471
C 3.071 4.471 0.461
H -0.899 -7.398 -0.910
C -5.139 -3.674 -1.290
C -3.921 -3.639 -0.628
H -2.297 -2.386 0.049
H 5.462 -2.330 4.585
C -5.189 1.583 2.301
C 3.128 -1.743 2.207
C -3.834 -1.282 -0.964
H -6.644 -2.542 -2.324
C -4.319 0.831 1.531
H -6.545 3.244 2.345
C 5.352 -1.214 1.394
H -5.658 -4.615 -1.413
H -1.233 -4.937 -0.949
C 2.570 1.695 0.159
F 2.001 -9.178 1.141
C 5.043 -2.032 3.632
C -0.645 4.310 0.411
H 5.984 -0.874 0.585
C -3.250 -2.434 -0.462
C -5.043 -1.298 -1.646
H -3.764 0.003 1.955
C 3.980 -1.296 1.203
H -5.328 1.341 3.346
H 6.951 -1.536 2.784
H -5.471 -0.385 -2.042
C -5.698 -2.508 -1.802
F 1.061 -9.331 -0.800
C 1.746 4.002 0.393
C 1.516 2.619 0.257
C -5.878 2.651 1.733
F -0.150 -9.317 0.984
C -0.225 -6.741 -0.375
Au 0.226 0.028 0.146
H 2.554 -6.901 1.554
H 0.764 5.911 0.566
C 0.616 4.843 0.465
C 5.882 -1.589 2.622
C 4.092 3.567 0.398
H -6.249 3.799 -0.041
C 3.853 2.187 0.254
N 0.250 2.118 0.211
C 0.301 -3.115 0.291
*
```

Computed properties:
- HOMO level: -10.955 eV
- Relative energy (zero: lowest compared OMol25 entry of this formula, charge and spin): 0.0 kcal/mol
- Electronic energy: -2953.4346 hartree

***

Record 4
C2H3IN4 in the gas phase, computed with the ωB97M-V functional and the def2-TZVPD basis.

ORCA input file:
```
! wB97M-V def2-TZVPD RIJCOSX def2/J DEFGRID3
* xyz 0 1
N 0.925 -1.942 0.447
C -0.765 1.062 0.552
H -0.083 1.826 0.299
H -0.990 0.859 1.509
C 0.814 -0.331 -0.884
N 0.051 -0.087 0.247
N 0.146 -1.185 1.012
I -2.531 1.099 -0.692
H 1.038 0.194 -1.772
N 1.393 -1.495 -0.718
*
```

Computed properties:
- HOMO level: -10.322 eV
- Relative energy (zero: lowest compared OMol25 entry of this formula, charge and spin): 2.8 kcal/mol
- Electronic energy: -594.6556 hartree
- Structure (SMILES): ICn1cnnn1

***

Record 5
2 unconnected molecules or ions with the total composition C6H15O3PS2, computed with the ωB97M-V functional and the def2-TZVPD basis.

ORCA input file:
```
! wB97M-V def2-TZVPD RIJCOSX def2/J DEFGRID3
* xyz 0 3
C -2.376 -1.795 0.966
O 1.943 -0.059 -0.653
C -1.593 -1.353 -1.553
H -1.878 -2.044 1.876
C 2.500 0.140 1.995
C -1.380 -1.636 -0.114
S -0.435 1.881 -0.565
H 1.535 4.012 -0.586
H -1.299 -0.358 -1.636
H 3.424 4.077 0.027
H 2.570 0.506 3.042
C 2.453 3.604 0.077
H -3.285 -2.415 0.637
H -3.252 -1.549 -3.066
O 1.330 0.935 1.576
H -3.672 -0.733 -1.599
H -3.309 -2.559 -1.756
H 1.440 -0.825 -0.502
O 2.639 2.221 -0.169
P 1.329 1.246 -0.004
H 2.314 -0.827 1.839
H -0.771 -2.077 -1.996
H 3.465 0.506 1.626
H 2.025 3.620 1.107
H -2.778 -0.760 1.116
S 0.114 -2.161 0.308
C -3.055 -1.600 -1.994
*
```

Computed properties:
- HOMO level (alpha / beta): -6.621 / -9.101 eV
- Electronic energy: -1600.9837 hartree
- <S²>: 2.0055

***

Record 6
2 unconnected molecules or ions with the total composition C2HClF2O2, computed with the ωB97M-V functional and the def2-TZVPD basis.

ORCA input file:
```
! wB97M-V def2-TZVPD RIJCOSX def2/J DEFGRID3
* xyz 0 1
O 1.829 0.661 -0.307
F 0.467 -1.386 0.171
C -0.807 -0.927 0.027
O 0.907 1.519 0.173
Cl -2.192 1.392 -0.038
H 2.370 0.374 0.428
F -1.606 -1.977 -0.263
C -0.968 0.346 -0.192
*
```

Computed properties:
- HOMO level (alpha / beta): -9.447 / -9.449 eV
- Relative energy (zero: lowest compared OMol25 entry of this formula, charge and spin): 183.1 kcal/mol
- Electronic energy: -886.9344 hartree

***

Record 7
4 unconnected molecules or ions with the total composition C34H68BNO11S3Si, computed with the ωB97M-V functional and the def2-TZVPD basis.

ORCA input file:
```
! wB97M-V def2-TZVPD RIJCOSX def2/J DEFGRID3
* xyz 0 1
O -5.405 -5.860 0.386
C -1.081 -3.981 -0.577
H -6.519 0.395 0.297
O 3.054 6.134 3.764
O -4.144 -7.817 -0.575
H -0.489 2.835 0.271
H 1.047 0.489 -0.501
H -0.851 -0.827 1.361
H -1.774 2.096 4.716
S 9.221 0.792 0.776
C 11.733 1.330 -1.278
H 4.586 3.868 3.643
H -2.686 -7.558 1.832
H -7.076 -8.785 2.309
C -2.345 -2.019 -4.300
O 9.725 1.258 2.043
H -1.711 -1.760 -5.148
C -5.161 -3.468 -6.592
B 2.479 2.160 -1.087
H -2.536 -6.001 0.970
C 2.316 6.680 1.362
H -0.430 -4.887 -0.859
H 3.477 5.368 -1.268
C 2.970 5.025 4.692
C -2.846 -1.423 0.278
C 7.461 0.979 0.759
H -5.066 -2.101 -8.264
C -3.200 -6.638 1.557
H -6.489 -9.111 -0.672
H 4.475 3.462 5.466
C 1.811 1.159 0.024
O 2.156 5.100 5.641
O -4.284 -0.607 -5.333
N 5.031 -0.111 -0.963
C -5.794 -2.458 -7.531
C -0.298 2.297 1.276
C 2.802 4.808 -0.533
H -2.993 3.098 1.986
C -2.280 3.226 2.868
H -3.544 -6.105 2.442
O -3.948 -2.970 -6.029
H 2.104 3.903 -2.461
C -3.427 1.556 -0.340
H -0.937 1.338 1.222
H 7.096 0.799 -0.251
H -3.816 2.569 0.024
H 2.668 0.463 0.377
C -5.751 -0.422 0.047
H -4.763 -0.514 3.021
O -5.325 -8.032 1.604
C 1.763 5.888 0.074
H 5.184 -1.136 -1.001
H -6.641 -2.902 -8.059
H -2.971 -4.580 -1.755
S -4.599 -7.042 0.551
C 3.722 1.713 -2.070
Si -3.984 0.054 0.709
H -7.282 -7.531 1.092
H 3.732 -0.622 -2.622
O 9.551 1.897 -0.359
C -6.782 -9.490 0.309
H 10.866 3.276 -1.066
H 1.462 6.583 -0.780
S -4.040 -1.922 -4.801
H 2.800 4.690 2.233
C -4.202 0.397 2.577
C 1.938 3.701 -1.331
C -2.673 2.142 3.984
H -5.860 -3.769 -5.806
H 3.337 1.849 -3.152
H -2.193 -1.307 -3.489
C -3.427 -2.562 -0.644
H 1.409 1.203 2.219
H -2.137 -3.031 -3.954
H -6.117 -10.323 0.546
H 1.247 5.433 2.955
C 1.258 1.909 1.334
H -2.896 -0.043 4.339
H -3.569 2.449 4.642
H 3.480 4.323 0.248
C -0.725 3.265 2.484
H 11.239 1.054 -2.213
C -0.496 -2.856 0.338
C 4.153 0.186 -1.914
H 11.870 0.413 -0.701
H -6.038 -1.379 0.601
C 10.900 2.338 -0.507
H 4.617 2.437 -1.975
C -1.368 -1.612 0.722
H 0.814 3.802 -1.161
H 1.546 7.504 1.588
C -2.845 0.646 3.409
H 11.347 2.558 0.467
H 1.841 2.875 1.531
H -0.508 4.344 2.123
H -4.477 -2.555 -1.078
O -4.862 -2.488 -3.763
H 7.210 1.987 1.090
H 0.585 -2.954 0.727
H -1.882 0.363 2.868
H 7.037 0.245 1.444
C 3.866 3.692 4.529
H -3.896 1.405 -1.390
H -0.015 3.043 3.361
H -4.869 1.327 2.760
H 0.816 5.326 0.403
H -5.674 -0.660 -1.066
H -2.287 1.567 -0.535
H -6.156 -1.585 -6.983
O 9.549 -0.512 0.261
H -2.527 4.262 3.323
H 3.322 7.190 1.197
H -7.807 -9.861 0.236
C 2.310 5.658 2.594
H 12.720 1.739 -1.504
H 3.186 2.814 4.208
H -4.902 -4.368 -7.155
C -6.681 -8.404 1.364
C -2.536 -3.787 -1.064
*
```

Computed properties:
- HOMO level: -8.902 eV
- Electronic energy: -3727.3011 hartree
- Structure (SMILES): [H]/N=C/CB(CCCCCCCC[Si](C)(C)c1ccccc1)CCCCCOC(C)=O.CCOS(C)(=O)=O.CCOS(C)(=O)=O.CCOS(C)(=O)=O

***

Record 8
2 unconnected molecules or ions with the total composition C5H11N, computed with the ωB97M-V functional and the def2-TZVPD basis.

ORCA input file:
```
! wB97M-V def2-TZVPD RIJCOSX def2/J DEFGRID3
* xyz 0 1
N 1.062 -0.176 0.426
H 2.844 0.737 -0.070
H -1.233 -1.593 -0.753
H -1.411 0.801 -2.125
H 0.408 1.071 2.086
C 0.657 0.037 1.818
H -1.604 1.254 -0.412
C 2.039 0.101 -0.405
H 1.270 -0.482 2.565
C -1.059 1.470 -1.334
H 1.993 -0.312 -1.404
H -0.649 -2.730 0.479
C -1.030 -1.711 0.318
H -1.984 -1.619 0.846
C -0.085 -0.670 0.772
H -1.231 2.507 -1.628
H 0.013 1.315 -1.180
*
```

Computed properties:
- HOMO level: -6.731 eV
- Relative energy (zero: lowest compared OMol25 entry of this formula, charge and spin): 91.2 kcal/mol
- Electronic energy: -251.7172 hartree

***

Record 9
2 unconnected molecules or ions with the total composition C20H22F10NO6P, computed with the ωB97M-V functional and the def2-TZVPD basis.

ORCA input file:
```
! wB97M-V def2-TZVPD RIJCOSX def2/J DEFGRID3
* xyz 0 1
H -2.639 -1.094 -0.164
H -2.289 3.740 0.290
H 2.560 -2.213 -3.419
F -5.004 -2.419 -1.775
C -1.153 -0.042 -2.304
F 0.006 -3.556 1.684
C 6.498 -0.934 0.580
F 1.588 -2.268 2.491
O -2.619 4.005 3.223
F -4.308 -2.834 0.839
H -0.871 3.588 4.334
O 1.287 1.344 0.224
H -0.877 -1.008 -2.755
H 7.159 0.205 2.216
H -0.817 1.592 1.781
H 1.325 -4.962 -0.459
C -2.409 2.691 2.666
H -2.282 1.969 3.484
H -0.941 0.722 -3.062
H -3.057 0.821 -1.582
C 1.608 -3.946 -0.712
C 6.916 0.342 1.164
H 6.111 1.069 1.075
C -3.053 -1.274 -1.163
C 2.400 -1.366 -1.437
C 2.318 -2.375 -2.373
P 0.749 1.210 -1.123
C 1.331 -3.262 1.646
H -3.297 2.383 2.105
C -2.655 -0.078 -2.062
C 2.867 0.007 -1.909
O -1.969 5.127 5.042
F -6.285 -2.085 0.503
C -4.990 -1.754 0.438
H -2.700 -2.208 -1.605
H 1.895 -4.457 -2.744
C -4.584 -1.371 -1.006
N 6.162 -1.937 0.118
F 3.571 -0.189 -3.053
O 1.846 0.896 -2.273
C -1.531 2.944 0.273
H -0.671 4.356 -1.072
H -3.136 -0.138 -3.048
C 1.694 -2.927 0.208
H 7.794 0.716 0.641
H 0.517 3.743 0.039
C -1.756 4.245 4.250
F 1.954 -4.372 2.073
F -4.766 -0.752 1.294
F -5.233 -0.251 -1.370
O 0.039 2.543 -1.653
H -0.359 3.261 2.111
C 2.083 -1.660 -0.127
H -1.975 2.058 -0.191
C -0.333 3.437 -0.578
C 1.940 -3.647 -2.022
H 2.159 -0.909 0.653
F 3.741 0.564 -1.062
C -1.174 2.631 1.744
O -0.385 0.079 -1.087
*
```

Computed properties:
- HOMO level: -10.284 eV
- Electronic energy: -2621.6753 hartree
- Structure (SMILES): O=COCCCCO[P@@](=O)(OCCCC(F)(F)C(F)(F)F)OC(F)(F)c1cccc(C(F)(F)F)c1.CC#N

***

Q: electronic energy of number 2 (C68H59AsF2MgN2O2Si2Te)?
A: -6369.3521 hartree